Computed, not measured: a cluster of 2 separate species, CH4O4 in total in a non-equilibrium geometry, with ωB97M-V/def2-TZVPD.

Last column: natural (NBO) charge in e.
CARTESIAN COORDINATES (ANGSTROEM)
C -0.85968 -0.08537 -0.29052  0.668
O -1.76856 0.76113 0.17086  -0.624
O -0.51391 -1.27841 0.26720  -0.717
O 1.82778 -0.04030 0.17416  -0.536
O 0.93206 0.93165 -0.31716  -0.470
H -0.93828 -0.18143 -1.43583  0.163
H -1.73261 0.66564 1.14339  0.495
H 0.47039 -1.08119 0.55011  0.537
H 2.58281 0.30828 -0.26221  0.486

**Multiplicity**: 1
**HOMO**: -0.3257 hartree
**Orbital gap**: 0.350 hartree
**Molecular weight**: 80.04 g mol⁻¹
**Largest force on an atom**: 0.0841 Eh/bohr
**Energy above the lowest of the compared OMol25 structures with the same formula, charge and spin**: 122.3 kcal per mole

Computed, not measured: a structure of composition C16H34BaP2 in a non-equilibrium geometry, with ωB97M-V/def2-TZVPD.

Last column: Mulliken charge in e.
CARTESIAN COORDINATES (ANGSTROEM)
P -1.39116 2.30396 -0.25802  0.838
P 1.60050 0.01108 2.09574  0.280
C -0.08759 0.92019 -0.23900  0.469
C 0.02145 0.05758 1.06475  -0.145
H 0.90543 1.28017 -0.62090  1.051
H -0.36316 0.26118 -1.05613  -2.294
H -0.78978 0.32767 1.76652  0.458
H -0.15744 -0.98544 0.77563  -0.564
C 2.95263 -0.20255 0.86385  -1.124
H 3.83277 0.35140 1.22611  0.388
H 2.72336 0.13925 -0.15528  0.460
H 3.22938 -1.26308 0.83743  0.348
C 1.55508 -1.60450 2.91108  -1.232
H 1.89163 -2.39946 2.23371  0.348
H 0.54268 -1.80243 3.29905  0.404
H 2.25673 -1.53255 3.76381  0.366
C -1.57315 2.52410 -2.07171  -1.231
H -1.93240 3.55450 -2.21697  0.362
H -2.32458 1.82214 -2.47595  0.326
H -0.60029 2.41286 -2.58993  0.354
C -2.97501 1.48309 0.15544  -1.243
H -2.87365 0.80354 1.01433  0.366
H -3.39242 0.96182 -0.71994  0.379
H -3.66744 2.29510 0.43841  0.347
Ba 1.35233 2.82683 1.12652  1.373
C 0.29289 -2.95203 -0.15641  -0.471
C 1.30394 -2.48709 -0.90586  0.454
C 1.34613 -2.60032 -2.40139  -1.243
C 0.04565 -2.24557 -3.14582  -1.024
C -0.79086 -1.17943 -2.50003  -0.154
C -1.71365 -1.42501 -1.54975  0.150
C -2.08515 -2.80814 -1.10392  -1.070
C -0.89772 -3.70716 -0.70287  -1.040
C -0.65208 4.91938 1.35751  -1.383
H 0.38254 -3.00782 0.93764  0.507
H 2.28050 -2.31348 -0.45651  0.422
H 1.63326 -3.62192 -2.70819  0.314
H 2.14901 -1.93830 -2.76189  0.344
H 0.33751 -1.87680 -4.13766  0.456
H -0.53510 -3.16394 -3.32709  0.377
H -0.74622 -0.20625 -3.00552  0.528
H -2.42642 -0.66383 -1.23200  -0.014
H -2.65345 -3.34905 -1.88021  0.346
H -2.77869 -2.74085 -0.24741  0.335
H -1.25429 -4.39447 0.08196  0.445
H -0.60507 -4.34874 -1.55588  0.311
H -0.74757 4.96046 2.46152  0.236
H -1.62637 5.03953 0.86922  0.297
H 0.06548 5.69802 1.02071  0.352
C 2.12618 3.87143 3.77099  -1.422
H 2.69982 4.76442 3.45949  0.346
H 2.77842 3.07737 4.16697  0.324
H 1.33544 4.15318 4.48385  0.195

**Multiplicity**: 1
**HOMO**: -0.1873 hartree
**Orbital gap**: 0.172 hartree
**Molecular weight**: 425.72 g mol⁻¹
**Largest force on an atom**: 0.0825 Eh/bohr
**Energy above the lowest of the compared OMol25 structures with the same formula, charge and spin**: 69.0 kcal per mole

Computed, not measured: a structure of composition C12H33ClI2O3P3Tm in a non-equilibrium geometry, with ωB97M-V/def2-TZVPD.

Last column: Mulliken spin population.
CARTESIAN COORDINATES (ANGSTROEM)
I 1.55522 -0.52469 1.01579  0.652
I -0.90698 0.24273 0.02318  0.259
Tm 0.21769 -4.43365 -1.90414  1.022
P 1.27921 -2.20568 -3.02527  -0.009
C 1.37073 -0.42374 -2.70681  0.012
C 2.98242 -2.48783 -3.62356  -0.001
H 3.10798 -1.91716 -4.55727  0.000
H 0.81588 -1.68782 -5.31331  0.000
H 3.17205 -3.55772 -3.79597  0.001
H -0.09975 -3.17043 -4.82975  0.000
H 1.88987 -0.27322 -1.74794  -0.001
H 3.67648 -2.11115 -2.85468  0.000
C 0.22147 -2.16408 -4.52230  0.000
H 1.92282 0.06173 -3.53126  -0.001
H -0.65697 -1.54138 -4.29730  0.000
H 0.35234 -0.01529 -2.62465  -0.001
P -0.51178 -4.00533 0.70273  -0.008
C -1.04196 -2.81948 1.93740  0.012
C -2.11201 -4.87975 0.53532  0.001
H 0.99130 -5.88706 1.17229  0.000
H -0.10244 -5.47494 2.55179  0.000
H 1.32315 -4.43598 2.17724  0.000
C 0.53180 -5.07107 1.75025  -0.001
H -2.12062 -5.62287 -0.27806  0.001
H -2.30591 -5.35566 1.50283  0.000
H -1.47461 -3.40174 2.76691  -0.001
H -1.78297 -2.14170 1.49804  -0.002
H -2.88635 -4.12151 0.35073  -0.001
H -0.16998 -2.24603 2.27962  -0.001
Cl 0.53633 -5.68392 -3.90851  -0.003
C -3.50373 3.64497 -0.43633  0.006
C -2.02003 3.81694 -0.61162  0.001
O -1.37557 3.40354 0.71094  -0.004
P -0.20928 2.40233 0.93951  0.043
O -0.02883 2.31050 2.48687  0.013
C -0.74317 2.86603 3.63325  0.000
C -1.74964 3.92603 3.30690  0.000
O 1.12877 2.95578 0.31647  0.004
C 2.07078 3.55436 1.30138  0.000
C 3.48966 3.53687 0.81071  0.001
H -3.75306 2.65387 -0.04052  -0.002
H -4.00001 3.79150 -1.40126  0.001
H -3.89365 4.41184 0.24352  0.000
H -1.59076 3.17329 -1.38515  0.005
H -1.69099 4.84648 -0.74185  -0.001
H -1.21369 2.01829 4.13315  0.000
H 0.04434 3.26300 4.28050  0.000
H -1.37156 4.72062 2.66769  0.000
H -2.67412 3.50278 2.90509  0.000
H -2.02055 4.40210 4.25114  0.000
H 1.71597 4.58202 1.49804  0.000
H 2.02938 2.95485 2.22034  0.000
H 3.59617 3.79487 -0.24254  0.000
H 4.04369 4.26428 1.41408  0.000
H 3.94548 2.55925 0.99634  0.001

**Multiplicity**: 3
**HOMO (spin up / spin down)**: -0.4898 / -0.4530 hartree
**Orbital gap (spin up / spin down)**: 0.230 / 0.172 hartree
**Molecular weight**: 776.51 g mol⁻¹
**Expectation value of S²**: 2.02
**Largest force on an atom**: 0.0588 Eh/bohr
**Charge**: +2
**Energy above the lowest of the compared OMol25 structures with the same formula, charge and spin**: 52.4 kcal per mole

Computed, not measured: a cluster of 4 separate species, C2H12O3S in total in a non-equilibrium geometry, with ωB97M-V/def2-TZVPD.

Last column: natural (NBO) charge in e.
CARTESIAN COORDINATES (ANGSTROEM)
C 1.13972 -1.74594 -0.49038  -0.778
S 0.62254 -2.47609 1.01904  0.210
C -0.62218 -1.20146 1.44227  -0.749
H 0.40269 -1.80651 -1.28877  0.237
H 2.07918 -2.22036 -0.80803  0.229
H 1.39752 -0.68363 -0.48445  0.205
H -0.85865 -0.89809 2.46148  0.224
H -0.38350 -0.28194 0.91889  0.210
H -1.58140 -1.56925 1.05702  0.208
H -2.24121 -0.50304 -1.02558  0.485
H -1.24711 0.31643 -1.99666  0.492
O -1.33105 -0.36306 -1.32094  -0.971
H 1.08094 2.47071 1.70731  0.474
H 0.33586 1.23539 1.49372  0.472
O 0.36600 2.13263 1.14951  -0.945
H -0.12807 2.96395 -0.74395  0.489
H 0.69890 1.88276 -1.53140  0.471
O 0.26982 2.74751 -1.55908  -0.960

**Multiplicity**: 1
**Structure (SMILES)**: CSC.O.O.O
**HOMO**: -0.3125 hartree
**Orbital gap**: 0.330 hartree
**Molecular weight**: 116.18 g mol⁻¹
**Largest force on an atom**: 0.0510 Eh/bohr
**Energy above the lowest of the compared OMol25 structures with the same formula, charge and spin**: 24.4 kcal per mole

Computed, not measured: an isolated molecule of C3H4F2S2, with ωB97M-V/def2-TZVPD.

Last column: natural (NBO) charge in e.
CARTESIAN COORDINATES (ANGSTROEM)
C 0.01988 0.10792 1.11246  -0.278
C -0.40658 -0.59977 -0.18167  -0.553
C 0.49839 -0.19092 -1.32121  0.580
H -0.66166 1.78028 2.65917  0.140
H -1.43376 -0.38812 -0.47529  0.239
H -0.30883 -1.66484 -0.04926  0.258
H 1.55719 -0.36906 -1.09191  0.146
F 0.35542 1.11194 -1.67935  -0.337
F 0.15491 -0.96996 -2.39579  -0.348
S -1.15680 1.38301 1.49541  0.103
S 1.38183 -0.20048 1.92744  0.051

**Multiplicity**: 1
**Structure (SMILES)**: FC(F)CC(=S)S
**HOMO**: -0.3376 hartree
**Orbital gap**: 0.316 hartree
**Molecular weight**: 142.19 g mol⁻¹
**Largest force on an atom**: 0.0192 Eh/bohr
**Energy above the lowest of the compared OMol25 structures with the same formula, charge and spin**: 0.1 kcal per mole

Computed, not measured: an isolated molecule of C3H5N3O in a non-equilibrium geometry, with ωB97M-V/def2-TZVPD.

Last column: natural (NBO) charge in e.
CARTESIAN COORDINATES (ANGSTROEM)
C 0.33791 0.25525 0.83836  -0.399
C -0.00846 1.57387 1.24181  -0.057
C -0.40152 0.04237 -0.31079  0.376
N -0.66662 2.12327 0.22200  -0.248
N -0.83762 1.24878 -0.71015  -0.348
N 0.54223 -2.27381 -0.87694  -0.506
O -0.21657 -1.25306 -1.42327  -0.371
H 0.93404 -0.42081 1.32530  0.220
H 0.42301 2.05453 2.05226  0.211
H -1.48037 1.40164 -1.53189  0.424
H 1.38377 -1.83718 -0.51163  0.348
H -0.00981 -2.91484 -0.31505  0.351

**Multiplicity**: 1
**Structure (SMILES)**: NOc1ccn[nH]1
**HOMO**: -0.3364 hartree
**Orbital gap**: 0.369 hartree
**Molecular weight**: 99.09 g mol⁻¹
**Largest force on an atom**: 0.0894 Eh/bohr
**Energy above the lowest of the compared OMol25 structures with the same formula, charge and spin**: 119.5 kcal per mole

Computed, not measured: a structure of composition C33H40AsF6N2PRhS4 in a non-equilibrium geometry, with ωB97M-V/def2-TZVPD.

Last column: Mulliken spin population.
CARTESIAN COORDINATES (ANGSTROEM)
Rh -0.16234 0.59993 0.17972  1.053
C -1.29564 1.45813 6.87552  -0.019
C -0.87224 2.40123 5.95012  0.003
C -0.53824 2.00843 4.66512  -0.015
C -0.63394 0.66653 4.30152  -0.033
C -1.06644 -0.28027 5.23062  -0.008
C -1.38544 0.12153 6.51462  0.004
P -0.16874 0.15613 2.60352  -0.103
C -0.92924 -1.48277 2.44482  -0.069
C -0.15724 -2.63127 2.25622  -0.031
C -0.77804 -3.86577 2.23022  0.001
C -2.15744 -3.96207 2.37462  -0.060
C -2.92924 -2.82147 2.54822  0.016
C -2.31934 -1.58177 2.57092  -0.016
C 1.62956 -0.14157 2.76112  -0.028
C 2.13606 -0.68877 3.93062  -0.001
C 3.50096 -0.93937 4.06182  -0.008
C 4.36346 -0.60837 3.04102  0.010
C 3.88456 -0.02317 1.85102  -0.033
C 4.75846 0.34673 0.81042  0.066
C 4.26326 0.83483 -0.37888  -0.020
C 2.88516 0.95373 -0.57208  0.004
C 1.97836 0.67943 0.44662  0.009
C 2.48506 0.18893 1.68242  -0.045
H -1.56284 1.76143 7.87562  0.000
H -0.81204 3.44193 6.22732  0.000
H -0.21524 2.74113 3.94022  0.003
H -1.14844 -1.32287 4.96012  -0.007
H -1.71334 -0.61607 7.23252  -0.001
H 0.91756 -2.55267 2.15572  0.004
H -0.18304 -4.76007 2.11372  0.000
H -2.62964 -4.93187 2.35212  -0.001
H -3.99884 -2.89687 2.67082  0.000
H -2.91424 -0.68747 2.69252  0.003
H 1.46386 -0.95047 4.73572  -0.003
H 3.87396 -1.38657 4.96972  -0.001
H 5.41816 -0.81507 3.12672  0.000
H 5.82136 0.22773 0.95492  0.002
H 4.94026 1.13283 -1.16748  0.001
H 2.53606 1.26603 -1.54858  -0.002
C 1.60186 3.83533 -4.25468  0.000
C 0.69366 2.66133 -4.60958  0.002
S 0.40626 1.47593 -3.24488  0.002
C -1.34854 1.70163 -2.81478  -0.012
C -1.69474 2.96353 -2.05088  -0.001
S -0.92584 3.00083 -0.39478  -0.061
C 0.19326 4.44593 -0.47098  0.004
C 1.29436 4.33023 -1.50958  0.011
S 0.80446 5.02403 -3.13238  0.000
H 1.81826 4.39263 -5.16598  0.000
H 2.53946 3.50603 -3.80868  0.000
H 1.16126 2.08033 -5.40708  0.000
H -0.27664 3.01853 -4.94778  0.000
H -1.56484 0.83893 -2.17798  0.012
H -1.93874 1.62263 -3.72898  -0.002
H -2.77204 2.94593 -1.85958  -0.004
H -1.43514 3.87803 -2.58058  0.001
H 0.62816 4.49093 0.52902  0.001
H -0.42954 5.32913 -0.62238  -0.002
H 1.56556 3.28373 -1.65048  -0.013
H 2.17456 4.88923 -1.18768  0.000
C -1.81434 -3.76577 -4.61488  0.001
C -1.79354 -2.24477 -4.49108  0.001
N -1.54144 -1.82407 -3.11778  0.013
C -0.35824 -1.82547 -2.51728  0.026
S -0.31124 -1.54677 -0.80588  0.319
N 0.77046 -2.06137 -3.17528  0.021
C 2.08466 -2.13897 -2.56998  0.023
C 2.42616 -3.56257 -2.14678  -0.002
H -2.03114 -4.05587 -5.63758  0.000
H -2.58854 -4.18187 -3.97888  0.000
H -0.86094 -4.20247 -4.32698  0.000
H -2.76374 -1.83967 -4.77548  0.000
H -1.04154 -1.80937 -5.15668  0.000
H -2.36084 -1.72527 -2.52418  -0.003
H 0.71106 -2.36937 -4.13828  -0.001
H 2.10206 -1.47617 -1.70138  -0.014
H 2.80356 -1.77197 -3.30408  -0.001
H 1.76666 -3.88977 -1.34738  0.001
H 3.45006 -3.59967 -1.78998  0.000
H 2.33436 -4.24717 -2.98558  0.001
F -2.51964 0.80693 0.17952  0.002
As -4.40024 0.47013 -0.19338  -0.003
F -3.82694 -1.21047 -0.24978  -0.001
F -4.61594 0.42173 1.50832  0.000
F -6.00284 0.14093 -0.57308  0.000
F -4.50764 2.20823 -0.22478  0.000
F -3.89034 0.54613 -1.92218  0.000

**Multiplicity**: 2
**HOMO (spin up / spin down)**: -0.4897 / -0.4898 hartree
**Orbital gap (spin up / spin down)**: 0.146 / 0.164 hartree
**Molecular weight**: 915.76 g mol⁻¹
**Expectation value of S²**: 1.07
**Largest force on an atom**: 0.0530 Eh/bohr
**Charge**: +2

Computed, not measured: an isolated molecule of C6H10O, with ωB97M-V/def2-TZVPD.

Last column: natural (NBO) charge in e.
CARTESIAN COORDINATES (ANGSTROEM)
C -2.11056 0.56642 0.00857  -0.610
C -0.72166 -0.09698 0.32536  -0.211
C -0.24548 -0.65412 -1.00983  -0.461
C 1.18098 -1.06370 -0.86398  -0.153
C 1.77410 -0.43612 0.14235  -0.263
C 0.83830 0.35106 1.03584  0.099
O 1.42108 1.61277 1.35150  -0.713
H -2.08151 1.28207 -0.82327  0.204
H -2.79978 -0.22907 -0.34807  0.210
H -2.62993 1.03558 0.84713  0.215
H -0.95724 -0.87825 1.05808  0.193
H -0.20715 0.25304 -1.62151  0.211
H -0.90014 -1.35830 -1.53501  0.218
H 1.68494 -1.68988 -1.59220  0.210
H 2.86012 -0.37772 0.23705  0.209
H 0.71726 -0.10919 2.01750  0.172
H 2.17667 1.79240 0.77047  0.470

**Multiplicity**: 1
**Structure (SMILES)**: C[C@H]1CC=C[C@H]1O
**HOMO**: -0.3361 hartree
**Orbital gap**: 0.369 hartree
**Molecular weight**: 98.14 g mol⁻¹
**Largest force on an atom**: 0.0176 Eh/bohr
**Energy above the lowest of the compared OMol25 structures with the same formula, charge and spin**: 40.0 kcal per mole